Computed, not measured: the ion C4H4N with charge +1 at a distorted geometry, with the ωB97M-V functional and the def2-TZVPD basis.

Summary:
* lowest unoccupied orbital energy: -5.84 eV
* SMILES string: C#[N+]C1=CC1
* max |F|: 0.08779 hartree/bohr
* energy: -209.1113 Ha
* energy relative to the best compared isomer or geometry (same formula, charge and spin): 33.42 kcal per mole
* gap between HOMO and LUMO: 8.7708 eV

The geometry in ORCA input format:
```
! RIJCOSX wB97M-V def2-TZVPD def2/J DEFGRID3
* xyz 1 1
C 1.940 0.774 1.150
C -0.689 -1.196 -0.457
C -0.040 -0.234 0.185
C -1.241 0.121 -0.841
N 0.949 0.337 0.781
H 2.935 1.149 1.541
H -1.024 -2.289 -0.386
H -0.736 0.723 -1.541
H -2.094 0.615 -0.432
*
```

Results of the Mulliken charge analysis, in e, for atoms 1 through 8:
1. C 0.1598
2. C -0.2220
3. C 0.3084
4. C -0.5513
5. N -0.0480
6. H 0.4543
7. H 0.3339
8. H 0.2701